Record 1
ORCA calculation (ωB97M-V/def2-TZVPD) on one molecule with the formula C5H6OS2 at a distorted geometry.

LUMO energy ... -0.26 eV
Relative energy (zero: lowest compared OMol25 entry of this formula, charge and spin) ... 55.92 kcal per mole
Molecular weight ... 146.236 g mol⁻¹
Total charge ... 0
Energy ... -28997.531 eV
HOMO level ... -8.99 eV
HOMO-LUMO gap ... 8.731 eV
Multiplicity ... 1
Maximum force ... 6.314 eV/A
SMILES ... O=C1C=CSCSC1

Geometry as XYZ:
```
14
Properties=species:S:1:pos:R:3:forces:R:3:lowdin_charge:R:1
C -0.80855 -0.82055 1.04889 -5.2878 -2.0561 -2.7460 -0.366
C 0.57784 -0.44913 1.37961 0.4371 -4.4728 0.7893 -0.398
C 1.50866 0.01145 -1.23720 -3.2659 -0.9284 -2.1691 -0.803
C -0.98265 1.22500 -0.69640 -0.4229 2.2682 -0.0246 -0.477
C -1.47794 0.13975 -0.09001 -1.8508 -1.9142 2.4256 -0.104
H 0.72527 -1.10988 2.27223 0.6908 1.0288 -0.3267 0.105
H 0.73692 0.55741 1.50806 0.2055 2.2806 0.5656 0.043
H 2.35690 0.08900 -1.89050 0.6779 0.2381 0.0714 0.013
H 0.75305 -0.62525 -1.86790 1.1920 1.3640 0.8939 0.066
H -1.66727 2.16900 -0.82622 1.0770 -2.1491 -0.4846 0.101
H -2.65433 -0.05694 -0.04355 2.6805 0.8807 -0.0934 0.143
O -1.58118 -1.75749 1.50579 4.3065 4.3794 -1.4631 0.001
S 1.84066 -1.06030 0.14962 -0.3293 0.6610 1.3163 0.842
S 0.67262 1.68793 -1.21242 -0.1107 -1.5802 1.2454 0.835
```
Positions in Å, forces in eV/Å.


Record 2
ORCA calculation (ωB97M-V/def2-TZVPD) on one molecule with the formula C19H20O6S at a distorted geometry.

LUMO energy ... -0.88 eV
Relative energy (zero: lowest compared OMol25 entry of this formula, charge and spin) ... 61.01 kcal per mole
Molecular weight ... 376.430 g mol⁻¹
Total charge ... 0
Energy ... -43144.492 eV
HOMO level ... -9.93 eV
HOMO-LUMO gap ... 9.046 eV
Multiplicity ... 1
Maximum force ... 5.316 eV/A
SMILES ... Cc1cc2c(c3c1S(=O)(=O)CC3)C(=O)[C@@H]1C[C@@]3([C@H](C)O)O[C@H]3C[C@@H]1C2=O

Geometry as XYZ:
```
46
Properties=species:S:1:pos:R:3:forces:R:3:lowdin_charge:R:1
O 1.00576 0.22395 -3.48116 1.3657 -0.3923 -1.7049 0.131
O -1.14808 -0.23335 1.16762 1.1345 0.0329 -0.3805 0.133
O 5.36163 0.80734 2.43393 -0.9712 -0.2818 0.4695 -0.317
O 4.48338 -1.50019 2.76861 -0.2252 0.7445 0.6471 -0.308
O -5.75075 -0.15922 -0.72858 -1.3543 0.0224 5.1407 0.028
O -3.70375 0.37658 -2.13603 -0.5593 -1.2884 -1.1964 -0.008
C 0.61047 0.18361 -2.36237 0.3227 1.0408 0.5548 -0.298
C -0.43464 0.18991 0.27258 -0.5960 0.0863 0.1662 -0.294
C 3.01201 0.02818 -1.37399 -2.4394 0.6925 -0.7559 0.027
C 1.61596 0.15184 -1.15754 -1.6115 -1.3830 -0.7905 -0.020
C 1.01129 -0.00985 0.09492 1.5584 0.4450 0.0863 -0.050
C 3.84418 -0.19369 -0.32970 1.2060 0.7733 3.3117 -0.197
C 1.90122 0.00154 1.16604 0.8781 0.5328 2.4603 -0.137
C 3.27307 -0.07560 1.00947 0.1247 -0.2877 -2.3192 -0.145
C 5.32821 -0.33235 -0.57888 1.7692 2.3280 1.6471 -0.039
C -4.39034 -1.22756 0.98145 2.1098 0.9218 0.8201 -0.018
C 1.50936 0.20600 2.65424 1.0037 0.4814 0.6206 -0.098
C -4.60761 0.00899 0.11726 0.2583 -2.7923 -1.8904 -0.324
C -3.40044 0.22967 -0.75284 1.9722 1.6489 -2.0281 -0.269
C -1.63265 -0.97577 -2.16750 1.8817 0.2653 1.2253 -0.062
C -2.37480 1.42404 -0.54390 -1.7749 -0.9746 2.4735 -0.051
C 2.81092 0.59011 3.52605 0.0643 -1.4815 -2.7225 -0.158
C -3.02732 -0.85322 -1.75815 -0.1648 3.6844 1.6141 -0.153
C -0.87718 0.39328 -2.15646 -0.1546 -0.4338 -0.2711 -0.150
C -0.97685 1.08853 -0.79840 -0.0195 0.3408 -1.1133 -0.227
S 4.22507 -0.09060 2.54104 -0.1975 -0.5593 -1.5673 0.724
H -5.55278 -0.17740 -1.60433 1.4328 0.2354 -3.9550 0.021
H 3.31962 0.24957 -2.39051 0.3540 -0.5394 0.0241 0.137
H 6.06957 -0.70127 0.19895 -1.7318 -0.3446 -0.5829 0.101
H 5.86030 0.69388 -0.70540 -1.3649 -1.2959 -0.3041 0.127
H 5.37877 -0.87188 -1.47250 0.7694 -0.8383 -1.3673 0.052
H -5.28116 -1.48925 1.46663 -1.4367 -0.6474 0.4146 0.060
H -3.68800 -0.94643 1.82659 -0.5156 -0.3005 -1.0041 0.102
H -3.92141 -2.05598 0.44828 -0.3358 -0.0232 0.0235 0.082
H 0.81633 1.08776 2.82302 0.2673 -1.5868 -0.3350 0.139
H 1.17992 -0.79239 3.00514 -0.4909 0.9465 0.1451 0.131
H -4.72488 0.78010 0.78243 -0.7093 2.3686 1.2513 0.118
H -1.48670 -1.40958 -3.11275 -0.1024 -0.5030 -1.5562 0.113
H -1.13175 -1.69745 -1.48456 -0.2137 0.3897 -0.0871 0.151
H -2.40507 1.69256 0.49915 -0.3193 0.2495 0.6652 0.119
H -2.63597 2.32179 -1.06634 -0.7048 0.1259 -0.7214 0.133
H 3.04838 1.63378 3.51922 -0.2148 0.6386 0.4052 0.088
H 2.82736 0.08138 4.45967 -0.0120 -0.0019 0.9012 0.086
H -3.65714 -1.67445 -1.72554 -1.0289 -1.6709 -0.2202 0.131
H -1.32833 1.00883 -3.03634 1.1101 -0.8169 1.6832 0.201
H -0.35515 2.01424 -0.83854 -0.3339 -0.5517 0.1227 0.186
```
Positions in Å, forces in eV/Å.


Record 3
ORCA calculation (ωB97M-V/def2-TZVPD) on one molecule with the formula C5H10N4O2S at a distorted geometry.

LUMO energy (spin up / spin down) ... -3.05 / -3.02 eV
Relative energy (zero: lowest compared OMol25 entry of this formula, charge and spin) ... 107.98 kcal per mole
Molecular weight ... 190.228 g mol⁻¹
Total charge ... 0
Energy ... -26231.062 eV
HOMO level (spin up / spin down) ... -7.52 / -7.54 eV
HOMO-LUMO gap (spin up / spin down) ... 4.473 / 4.521 eV
Multiplicity ... 1
Maximum force ... 7.049 eV/A

Geometry as XYZ:
```
22
Properties=species:S:1:pos:R:3:forces:R:3:lowdin_charge:R:1
C -1.74303 -0.64505 0.45876 -1.1582 -0.1404 -1.1841 -0.143
C -1.74587 0.93759 0.20574 0.6023 0.4942 -0.4048 -0.086
C 0.62683 -1.12582 0.47854 -1.5978 0.9975 1.4675 -0.184
C -0.74804 -0.59853 -1.63388 -2.4017 -2.0663 1.7517 -0.204
C 0.68146 1.38542 0.58623 0.3141 -0.4832 2.8074 -0.178
N -0.65930 -1.20697 -0.25398 -1.0946 1.4316 -1.6280 -0.068
N -0.48799 1.27862 -0.41218 0.9807 -1.8971 -2.9395 -0.052
N 1.35724 0.13642 0.75756 -1.3760 0.7149 -0.6364 -0.192
N -0.14818 0.62641 -1.58382 0.4721 4.8529 5.0913 0.197
O 3.25891 -1.40934 0.07862 0.0949 -0.1335 -0.0363 -0.497
O 3.87066 0.89973 0.49872 0.2529 1.1099 0.8566 -0.470
S 2.99377 0.00484 -0.20844 0.1520 -0.6444 -1.4063 0.669
H -1.67428 -0.83669 1.48433 0.2323 -0.2995 1.6166 0.100
H -2.69229 -1.10838 0.07609 0.6386 0.7876 0.2320 0.145
H -2.46630 1.18284 -0.57353 -0.4378 -0.0655 0.3794 0.124
H -1.81814 1.60137 1.09771 -0.3079 -0.8226 -0.5849 0.137
H 0.28122 -1.59113 1.42164 0.9987 -0.1541 -0.3125 0.136
H 1.31747 -1.63219 -0.11122 1.0441 -1.7884 -0.3554 0.057
H -0.12445 -1.15847 -2.18891 2.2361 -1.9846 -2.4144 0.100
H -1.72443 -0.68923 -2.13495 -0.2560 0.1052 0.6274 0.153
H 1.30919 2.18598 0.31836 1.2490 0.6771 -0.9359 0.095
H 0.33553 1.76257 1.63862 -0.6378 -0.6915 -1.9912 0.161
```
Positions in Å, forces in eV/Å.


Record 4
ORCA calculation (ωB97M-V/def2-TZVPD) on a 2-piece molecular cluster, C3H6BrP overall at a distorted geometry.

LUMO energy (spin up / spin down) ... -1.35 / -3.20 eV
Relative energy (zero: lowest compared OMol25 entry of this formula, charge and spin) ... 56.60 kcal per mole
Molecular weight ... 152.959 g mol⁻¹
Total charge ... 0
Energy ... -82536.117 eV
HOMO level (spin up / spin down) ... -9.43 / -8.44 eV
HOMO-LUMO gap (spin up / spin down) ... 8.077 / 5.244 eV
Multiplicity ... 1
Maximum force ... 3.020 eV/A

Geometry as XYZ:
```
11
Properties=species:S:1:pos:R:3:forces:R:3:lowdin_charge:R:1
C 0.06830 -0.44628 -0.22154 -1.2847 -1.6137 0.9120 -0.817
C 1.30035 -0.76324 0.59463 -0.6797 -1.9928 0.0085 -0.143
C -0.22725 0.97327 -0.43913 -2.2200 -0.2492 -2.0323 -0.206
P -1.14028 -1.56296 -0.63682 0.7274 0.8897 0.3730 0.879
Br -4.05304 0.70309 -0.04566 0.5238 -0.3899 -0.1557 -0.155
H 2.23254 -0.81364 0.06743 0.4985 0.7984 -0.8098 0.065
H 1.41056 -0.08328 1.45449 -0.1734 -0.5126 -0.1796 0.092
H 1.22130 -1.85911 0.83118 -0.0051 1.0566 0.7630 0.070
H -1.06386 1.03855 -1.26869 1.6113 0.5043 1.8969 0.078
H 0.69440 1.29938 -0.80800 1.3437 1.4217 -0.9500 0.054
H -0.44302 1.51421 0.47211 -0.3417 0.0876 0.1739 0.083
```
Positions in Å, forces in eV/Å.


Q: Which value of maximum force does entry 1 give?
A: 6.314 eV/A